1.
{"formula": "C24H30BrN3O3OsS2Si2", "method": "wB97M-V/def2-TZVPD", "energy_ev": -145925.2323, "gap_ev": [6.3, 6.3], "relative_energy_kcal_mol": 20.67, "max_force_ev_per_a": 0.32, "species": ["Os", "O", "C", "C", "C", "C", "C", "C", "N", "H", "H", "H", "H", "H", "H", "H", "S", "C", "C", "N", "C", "S", "C", "N", "C", "Si", "C", "C", "C", "Si", "C", "C", "C", "H", "H", "H", "H", "H", "H", "H", "H", "H", "H", "H", "H", "H", "H", "H", "H", "H", "H", "H", "Br", "C", "C", "C", "C", "C", "C", "C", "O", "O", "H", "H", "H", "H"], "xyz": [[-0.435393, 0.154032, 1.036120], [-2.401481, 1.342637, 1.074015], [-3.405865, 0.952670, 0.155545], [-3.239618, -0.518582, -0.096856], [-4.262494, -1.231890, -0.698949], [-4.099174, -2.584311, -0.931912], [-2.915652, -3.185550, -0.538375], [-1.945406, -2.410074, 0.061524], [-2.089017, -1.095688, 0.278079], [-2.280160, 2.303492, 1.110938], [-3.334400, 1.505960, -0.784570], [-4.389418, 1.138634, 0.592863], [-5.175779, -0.720752, -0.973497], [-4.883977, -3.159627, -1.404222], [-2.735921, -4.239931, -0.688970], [-1.016997, -2.852578, 0.381779], [-0.910716, 0.796760, 3.207138], [0.413865, 1.801146, 3.769392], [0.286664, 2.310979, 5.095694], [0.177410, 2.699533, 6.172901], [1.456709, 2.070529, 2.967103], [1.542433, 1.424473, 1.359025], [2.535405, 2.916236, 3.378684], [3.400673, 3.610639, 3.680058], [0.122201, -1.412965, -2.466437], [0.700353, 0.344770, -2.118617], [0.413450, 1.220022, -3.760026], [2.532193, 0.361892, -1.756653], [-0.401034, 1.168043, -0.799664], [-0.239991, 3.065392, -0.815606], [-0.849380, 3.905549, 0.768306], [1.433491, 3.785830, -1.244820], [-1.448272, 3.692016, -2.127153], [0.606613, -1.774589, -3.377498], [-0.957433, -1.436802, -2.644643], [0.357205, -2.109870, -1.663366], [0.967352, 0.684686, -4.536052], [0.747195, 2.257033, -3.774448], [-0.642801, 1.199478, -4.039706], [3.057838, -0.103976, -2.595411], [2.776251, -0.185416, -0.847266], [2.916001, 1.376646, -1.646234], [-1.386419, 1.008772, -1.268290], [-0.433789, 4.915498, 0.803633], [-0.536128, 3.390391, 1.678458], [-1.937353, 4.060472, 0.783140], [2.171616, 3.605365, -0.464859], [1.310779, 4.866999, -1.356812], [1.827306, 3.403854, -2.187018], [-2.475817, 3.383014, -1.909598], [-1.205652, 3.344272, -3.131101], [-1.441997, 4.785188, -2.144610], [4.388342, -7.059856, 1.460897], [3.316509, -5.502969, 1.464105], [3.432500, -4.601172, 0.417132], [2.645118, -3.462487, 0.421349], [1.751617, -3.239857, 1.464111], [1.650874, -4.150437, 2.510123], [2.435624, -5.290568, 2.514546], [0.891920, -2.038743, 1.470461], [1.009000, -1.184436, 0.514263], [0.021008, -1.815476, 2.328774], [4.131458, -4.787749, -0.385692], [2.722460, -2.739405, -0.380065], [0.957530, -3.951784, 3.316516], [2.370569, -6.005362, 3.322325]], "forces_ev_per_angstrom": [[-0.233, 0.065, -0.212], [-0.026, -0.004, -0.033], [0.015, -0.017, 0.010], [-0.024, -0.009, -0.007], [0.011, 0.003, 0.009], [-0.003, -0.007, -0.005], [0.000, 0.009, 0.004], [-0.004, -0.008, -0.002], [0.027, 0.034, 0.008], [0.014, -0.004, 0.009], [0.002, 0.002, 0.002], [0.001, 0.008, -0.006], [-0.001, -0.002, 0.001], [0.001, 0.000, -0.001], [0.001, 0.000, 0.000], [0.006, -0.002, 0.006], [0.027, 0.037, 0.028], [-0.077, -0.012, -0.001], [0.121, -0.013, 0.018], [-0.059, 0.013, -0.010], [0.035, -0.017, -0.034], [0.078, -0.012, 0.105], [-0.046, 0.042, 0.032], [0.022, -0.022, -0.013], [-0.012, -0.007, -0.001], [0.000, -0.008, 0.011], [-0.019, 0.012, -0.005], [0.017, -0.003, 0.003], [-0.015, 0.034, 0.036], [-0.074, 0.015, -0.057], [0.020, -0.060, 0.005], [0.007, 0.015, 0.017], [-0.001, -0.027, -0.002], [0.000, 0.000, 0.000], [-0.002, -0.009, 0.000], [-0.001, -0.005, 0.003], [0.004, -0.005, 0.004], [0.003, 0.009, -0.006], [0.003, 0.006, -0.010], [0.005, 0.000, 0.002], [0.005, 0.006, -0.006], [0.002, 0.003, 0.000], [0.007, 0.000, -0.008], [0.051, -0.018, 0.023], [-0.030, 0.091, 0.034], [0.001, -0.022, -0.017], [0.000, 0.004, -0.006], [0.012, 0.004, -0.003], [0.006, 0.001, -0.008], [-0.002, 0.000, -0.004], [-0.006, 0.004, -0.005], [0.004, 0.001, 0.010], [0.001, -0.002, 0.001], [-0.003, -0.002, 0.009], [0.003, 0.000, -0.010], [-0.003, 0.003, 0.008], [0.000, -0.003, -0.001], [-0.005, -0.010, 0.011], [0.007, 0.008, -0.017], [-0.044, 0.007, 0.054], [0.025, -0.052, 0.009], [0.145, -0.072, 0.018], [0.001, 0.000, 0.001], [0.002, -0.002, -0.001], [-0.001, 0.002, -0.002], [0.000, -0.001, 0.001]], "lowdin_charge": [1.11, -0.28, -0.15, -0.23, 0.00, -0.03, -0.03, -0.09, 0.02, 0.05, 0.12, 0.14, 0.13, 0.12, 0.12, 0.11, 0.74, -0.68, -0.27, 0.17, -0.69, 0.74, -0.25, 0.17, -0.17, 0.42, -0.18, -0.18, -0.54, 0.41, -0.17, -0.19, -0.17, 0.04, 0.03, 0.01, 0.04, 0.02, 0.04, 0.04, 0.00, 0.02, 0.00, 0.05, 0.00, 0.04, 0.02, 0.04, 0.02, 0.02, 0.01, 0.04, 0.75, -0.68, -0.11, 0.00, -0.13, 0.00, -0.11, -0.61, -0.25, -0.07, 0.10, 0.12, 0.13, 0.10]}


2.
{"formula": "C24H30ClN3O2", "method": "wB97M-V/def2-TZVPD", "energy_ev": -46464.5872, "smiles": "CC(C)(C)C(=O)NCCCc1nc2ccccc2n1CCCOc1ccc(Cl)cc1", "gap_ev": 9.2, "relative_energy_kcal_mol": 3.44, "max_force_ev_per_a": 0.75, "species": ["C", "C", "C", "C", "C", "O", "N", "C", "C", "C", "C", "N", "C", "C", "C", "C", "C", "C", "N", "C", "C", "C", "O", "C", "C", "C", "C", "Cl", "C", "C", "H", "H", "H", "H", "H", "H", "H", "H", "H", "H", "H", "H", "H", "H", "H", "H", "H", "H", "H", "H", "H", "H", "H", "H", "H", "H", "H", "H", "H", "H"], "xyz": [[-4.867427, -3.831580, 0.766796], [-4.163422, -2.485357, 0.594277], [-5.203785, -1.385800, 0.358874], [-3.338339, -2.171651, 1.847880], [-3.229200, -2.576142, -0.623473], [-3.107369, -3.578790, -1.299537], [-2.571213, -1.431153, -0.892183], [-1.575346, -1.324166, -1.926602], [-0.149011, -1.547979, -1.398178], [0.104918, -0.820792, -0.065838], [-0.374957, 0.587151, -0.087272], [-1.561200, 0.933981, 0.337575], [-1.664119, 2.285544, 0.131578], [-2.709113, 3.162948, 0.393360], [-2.523818, 4.489726, 0.066588], [-1.336369, 4.943823, -0.509732], [-0.286849, 4.087338, -0.777392], [-0.463401, 2.753347, -0.447568], [0.340958, 1.643510, -0.580096], [1.686830, 1.657058, -1.082986], [2.675316, 2.237600, -0.062996], [2.782395, 1.350306, 1.180382], [3.191812, 0.033852, 0.872030], [4.496438, -0.227727, 0.575532], [4.762241, -1.536185, 0.165997], [6.044960, -1.930812, -0.147531], [7.082649, -1.014530, -0.055679], [8.694910, -1.499388, -0.450639], [6.835340, 0.284235, 0.349890], [5.545805, 0.680156, 0.663463], [-5.542850, -3.802305, 1.618918], [-4.136195, -4.620802, 0.921384], [-5.435356, -4.074829, -0.127319], [-5.910680, -1.363849, 1.186371], [-5.755682, -1.577975, -0.558707], [-4.737113, -0.406653, 0.282140], [-2.881171, -1.185851, 1.791193], [-3.981361, -2.196422, 2.725865], [-2.554124, -2.914969, 1.980311], [-2.607836, -0.645898, -0.251682], [-1.654363, -0.327559, -2.372784], [-1.802371, -2.075129, -2.687071], [0.007859, -2.614755, -1.235227], [0.557900, -1.213438, -2.160329], [1.166890, -0.862378, 0.178297], [-0.446397, -1.334999, 0.722295], [-3.627105, 2.809249, 0.834714], [-3.315198, 5.199367, 0.256418], [-1.237818, 5.991285, -0.752891], [0.625570, 4.446911, -1.229916], [1.982542, 0.636991, -1.334388], [1.710761, 2.260912, -1.995996], [3.650774, 2.324949, -0.543805], [2.347865, 3.230186, 0.248962], [3.446653, 1.805888, 1.922981], [1.794599, 1.231172, 1.635643], [3.941673, -2.233525, 0.106235], [6.242407, -2.943096, -0.461994], [7.646597, 0.991318, 0.422134], [5.383912, 1.697688, 0.981713]], "forces_ev_per_angstrom": [[0.172, 0.165, -0.139], [-0.138, -0.254, 0.072], [0.122, -0.106, 0.013], [-0.070, -0.009, -0.167], [-0.250, 0.266, 0.302], [0.068, -0.440, -0.202], [0.118, 0.266, -0.018], [0.183, -0.164, -0.162], [-0.243, 0.052, 0.011], [0.167, -0.175, -0.220], [-0.023, -0.086, 0.194], [-0.173, -0.301, 0.250], [0.569, 0.386, -0.299], [0.098, -0.043, -0.034], [-0.160, 0.077, 0.048], [0.073, 0.107, -0.047], [0.181, 0.022, -0.081], [-0.677, 0.118, 0.238], [-0.297, -0.108, 0.029], [0.549, 0.171, -0.012], [-0.078, -0.467, 0.079], [-0.068, 0.508, -0.041], [0.095, -0.247, -0.044], [0.203, -0.185, -0.112], [-0.119, 0.212, 0.071], [0.050, 0.103, 0.015], [-0.131, 0.146, 0.065], [0.199, -0.064, -0.050], [0.106, -0.232, -0.085], [-0.328, 0.083, 0.099], [-0.064, 0.055, 0.111], [0.014, -0.111, 0.007], [-0.060, -0.083, -0.051], [-0.071, 0.012, 0.088], [-0.088, 0.021, -0.095], [-0.002, 0.133, -0.007], [0.078, 0.109, 0.044], [-0.058, 0.006, 0.094], [0.102, -0.072, 0.059], [-0.134, -0.114, 0.008], [0.002, -0.081, -0.017], [0.022, 0.177, 0.012], [0.064, -0.027, -0.036], [0.067, -0.039, -0.033], [-0.044, -0.036, 0.070], [0.054, 0.093, 0.013], [-0.112, -0.049, 0.056], [-0.067, 0.055, 0.017], [0.015, 0.077, -0.023], [0.085, 0.064, -0.039], [-0.068, 0.090, -0.057], [-0.017, -0.154, 0.036], [0.016, 0.089, 0.007], [0.044, 0.058, -0.011], [-0.077, -0.078, -0.016], [0.134, 0.057, 0.012], [-0.102, -0.090, -0.007], [0.038, -0.092, -0.030], [0.087, 0.042, -0.003], [-0.055, 0.088, 0.020]], "lowdin_charge": [-0.05, -0.52, -0.04, -0.04, -0.46, 0.06, 0.07, -0.17, -0.15, -0.10, -0.29, 0.16, -0.21, -0.01, -0.10, -0.10, -0.02, -0.16, 0.03, -0.11, -0.12, -0.18, -0.07, -0.26, 0.00, -0.10, -0.68, 0.66, -0.10, -0.02, 0.08, 0.09, 0.09, 0.09, 0.09, 0.07, 0.06, 0.09, 0.09, 0.08, 0.12, 0.12, 0.12, 0.11, 0.10, 0.12, 0.11, 0.10, 0.10, 0.11, 0.12, 0.13, 0.11, 0.12, 0.13, 0.13, 0.12, 0.11, 0.11, 0.11]}


3.
{"formula": "C24H30F18O12", "method": "wB97M-V/def2-TZVPD", "energy_ev": -98860.7689, "smiles": "CCOC(=O)C(F)(F)F.CCOC(=O)C(F)(F)F.CCOC(=O)C(F)(F)F.CCOC(=O)C(F)(F)F.CCOC(=O)C(F)(F)F.CCOC(=O)C(F)(F)F", "gap_ev": 11.6, "relative_energy_kcal_mol": 22.42, "max_force_ev_per_a": 2.02, "species": ["C", "C", "O", "C", "O", "C", "F", "F", "F", "H", "H", "H", "H", "H", "C", "C", "O", "C", "O", "C", "F", "F", "F", "H", "H", "H", "H", "H", "C", "C", "O", "C", "O", "C", "F", "F", "F", "H", "H", "H", "H", "H", "C", "C", "O", "C", "O", "C", "F", "F", "F", "H", "H", "H", "H", "H", "C", "C", "O", "C", "O", "C", "F", "F", "F", "H", "H", "H", "H", "H", "C", "C", "O", "C", "O", "C", "F", "F", "F", "H", "H", "H", "H", "H"], "xyz": [[0.464007, 2.525882, 4.947888], [-0.545260, 2.605168, 6.088136], [-1.648992, 1.714731, 5.904617], [-1.476522, 0.478390, 6.350851], [-0.494710, 0.066450, 6.873104], [-2.699807, -0.439145, 6.089361], [-2.248864, -1.643361, 5.733292], [-3.372282, -0.582359, 7.236307], [-3.491234, 0.035495, 5.140124], [0.020699, 2.590436, 3.954418], [1.086534, 1.636735, 5.030668], [1.127147, 3.393005, 4.984152], [-1.006700, 3.588914, 6.127455], [0.017677, 2.459096, 7.008454], [-2.728942, 6.690160, -6.229658], [-4.175506, 7.072944, -5.847777], [-4.381883, 6.960450, -4.448455], [-4.610669, 5.747687, -3.972429], [-4.850477, 4.801035, -4.643280], [-4.703013, 5.702736, -2.451369], [-4.282506, 4.529736, -2.004537], [-3.968834, 6.653232, -1.889630], [-5.990280, 5.835300, -2.128625], [-2.078956, 7.168044, -5.500374], [-2.532428, 7.103875, -7.218636], [-2.613441, 5.610896, -6.287895], [-4.940179, 6.476448, -6.348504], [-4.333993, 8.095685, -6.184528], [-0.395547, -0.238678, 1.868885], [-1.386357, 0.937505, 1.766519], [-1.959905, 0.952582, 0.460429], [-1.192502, 1.404595, -0.513880], [-0.072560, 1.789083, -0.421919], [-1.925055, 1.337765, -1.872049], [-3.117335, 0.749021, -1.755749], [-2.161445, 2.555109, -2.357242], [-1.198182, 0.649780, -2.741327], [-0.048056, -0.374631, 2.888643], [0.457840, -0.052391, 1.214829], [-0.829869, -1.121996, 1.399019], [-0.899821, 1.867885, 2.058075], [-2.209988, 0.815681, 2.467570], [5.121132, -4.156351, 5.390442], [5.440592, -3.717243, 3.974659], [4.363398, -2.901852, 3.512178], [3.471307, -3.412312, 2.679883], [3.471124, -4.527569, 2.258683], [2.320739, -2.405740, 2.384194], [1.668074, -2.222215, 3.544883], [2.755281, -1.240006, 1.917428], [1.463106, -2.882935, 1.479490], [5.157800, -3.271531, 6.033470], [5.835082, -4.889989, 5.767067], [4.130089, -4.572740, 5.567239], [5.512703, -4.621285, 3.364434], [6.393701, -3.208638, 3.864977], [6.759784, -0.042111, -2.185104], [6.227106, -1.350494, -2.778441], [4.813135, -1.338254, -2.876257], [4.094532, -1.673712, -1.829077], [4.506008, -2.024566, -0.768378], [2.571447, -1.632754, -2.078916], [2.153591, -2.909727, -2.234808], [1.982243, -1.138117, -0.993666], [2.200025, -0.941459, -3.155958], [6.245557, 0.319768, -1.297956], [6.721867, 0.720172, -2.962660], [7.800806, -0.212952, -1.905742], [6.560803, -2.209005, -2.190053], [6.678148, -1.516590, -3.754531], [-0.850872, -3.827659, -2.207510], [-2.069753, -2.937181, -2.158593], [-3.001578, -3.174499, -3.194934], [-3.933533, -4.094169, -3.063559], [-4.228958, -4.642679, -2.045269], [-4.602176, -4.484992, -4.385526], [-5.883968, -4.803994, -4.188127], [-4.575748, -3.449424, -5.244009], [-3.978339, -5.537126, -4.917384], [-0.217307, -3.602199, -3.069445], [-1.156284, -4.868863, -2.330767], [-0.224784, -3.713923, -1.325517], [-1.787379, -1.887879, -2.193413], [-2.510309, -3.144180, -1.178360]], "forces_ev_per_angstrom": [[0.058, 0.228, -0.115], [0.792, 0.953, -0.555], [-0.386, -0.348, 0.143], [-0.162, 0.278, -0.539], [0.586, -0.485, 0.503], [0.861, 0.048, 0.422], [-0.195, 0.033, -0.185], [-0.332, 0.106, -0.141], [-0.321, -0.063, -0.041], [-0.263, -0.241, 0.101], [-0.094, -0.090, -0.100], [0.033, -0.033, 0.293], [-0.035, 0.003, -0.043], [-0.500, -0.394, 0.236], [-1.178, 0.166, -0.049], [0.379, -0.385, -1.358], [0.384, 0.864, 1.032], [-0.356, 0.582, -0.781], [0.030, -1.244, -0.325], [0.199, -0.143, -0.387], [0.088, -0.272, 0.176], [-0.119, 0.317, 0.403], [-0.161, 0.303, 0.407], [0.276, -0.214, -0.063], [0.134, -0.008, 0.018], [0.228, -0.001, 0.272], [0.257, -0.168, -0.084], [-0.168, 0.203, 0.751], [-0.165, 0.683, -0.970], [0.752, -1.000, 1.063], [-0.388, 0.440, -0.107], [-0.368, -0.268, -0.044], [0.668, 0.430, -0.061], [-0.793, 0.064, 0.317], [-0.043, -0.330, -0.034], [0.426, 0.266, -0.053], [0.283, -0.112, -0.277], [-0.124, -0.272, 0.015], [0.176, 0.307, 0.312], [-0.302, -0.237, 0.676], [0.023, 0.194, -0.618], [-0.203, -0.154, -0.252], [0.334, 0.782, 0.851], [-0.403, -1.979, 0.034], [-0.046, 1.267, -0.264], [0.131, -0.453, -0.058], [-0.227, -0.157, -0.313], [0.211, -0.379, -0.092], [-0.127, 0.265, -0.151], [0.192, 0.216, 0.333], [0.177, -0.210, 0.343], [0.143, -0.138, 0.138], [0.141, 0.115, -0.127], [-0.082, -0.096, -0.657], [-0.142, 0.233, -0.251], [-0.238, 0.506, 0.180], [0.199, -0.319, -0.507], [1.226, -0.032, 1.153], [-0.753, 0.162, -1.159], [0.214, 0.014, 0.032], [0.193, -0.154, 0.583], [0.114, -0.460, -0.118], [0.070, 0.371, -0.028], [-0.220, 0.135, -0.204], [0.064, -0.032, 0.286], [-0.230, -0.258, -0.014], [0.033, 0.178, 0.168], [0.033, 0.141, -0.079], [-0.329, 0.088, 0.237], [-0.592, 0.192, -0.290], [0.244, -0.292, -1.259], [0.479, -0.114, 1.960], [0.108, 0.248, -1.513], [0.298, -0.311, 1.024], [-0.202, -0.310, 0.220], [-0.478, 0.886, -0.217], [0.278, -0.096, 0.027], [0.111, -0.475, -0.098], [0.039, 0.105, -0.121], [-0.075, 0.066, 0.014], [0.033, -0.028, 0.313], [-0.211, -0.003, 0.160], [-0.212, 0.023, -0.257], [-0.473, 0.295, -0.235]], "lowdin_charge": [-0.05, -0.20, 0.04, -0.40, 0.18, -0.56, 0.17, 0.17, 0.18, 0.06, 0.08, 0.08, 0.13, 0.13, -0.05, -0.20, 0.03, -0.41, 0.18, -0.57, 0.18, 0.18, 0.18, 0.08, 0.08, 0.08, 0.12, 0.12, -0.05, -0.18, 0.04, -0.40, 0.18, -0.56, 0.16, 0.17, 0.18, 0.07, 0.06, 0.09, 0.11, 0.12, -0.06, -0.20, 0.03, -0.39, 0.17, -0.54, 0.16, 0.17, 0.16, 0.08, 0.08, 0.08, 0.12, 0.13, -0.05, -0.20, 0.05, -0.40, 0.17, -0.53, 0.15, 0.17, 0.18, 0.08, 0.08, 0.08, 0.12, 0.13, -0.05, -0.21, 0.05, -0.40, 0.17, -0.54, 0.17, 0.16, 0.18, 0.08, 0.09, 0.07, 0.11, 0.12]}